Computed, not measured: 2 unconnected molecules or ions with the total composition C24H49FN4O4, with ωB97M-V with the def2-TZVPD basis set.

Properties
- gap between HOMO and LUMO (eV) = 6.426
- E (Ha) = -1563.607100
- molar mass (u) = 476.68

Structure (ORCA input):
```
! wB97M-V def2-TZVPD RIJCOSX def2/J DEFGRID3
* xyz 0 1
C 0.32911 -0.12516 3.18697
C -0.69122 -0.71016 2.19416
N -0.02945 -1.44803 1.13943
C -0.80657 -1.68005 -0.07532
C -0.08391 -2.76525 -0.90549
O 0.86609 -2.23905 -1.81801
C 0.56816 -2.52104 -3.17156
C 1.54136 -1.76584 -4.06125
C -0.70463 -0.34676 -0.95242
O -0.09855 0.61500 -0.46497
O -1.20305 -0.41327 -2.09039
N -2.21744 -2.01121 0.23435
C -2.58136 -3.34176 0.70770
C -1.58868 -4.25428 1.42619
N -1.54390 -4.11569 2.91499
C -2.44876 -5.06345 3.57849
C -3.90706 -4.62352 3.53084
C -0.19393 -4.32822 3.34561
C 0.31564 -5.74075 3.51959
O 0.54204 -3.40770 3.54623
C -3.25012 -1.30566 -0.45859
C -4.63529 -1.93684 -0.41622
F -3.38165 -0.01414 0.09776
H 0.23086 -0.56465 4.17855
H 0.18705 0.95208 3.30141
H 1.34192 -0.28796 2.82261
H -1.19117 0.12676 1.71100
H -1.44873 -1.27855 2.74120
H 0.42583 -2.28750 1.46635
H 0.50671 -3.41770 -0.25289
H -0.81927 -3.40091 -1.40718
H -0.44400 -2.16490 -3.38086
H 0.58354 -3.60380 -3.35494
H 1.04515 -0.89226 -4.48404
H 1.86901 -2.37291 -4.90691
H 2.42023 -1.43739 -3.51027
H -2.95301 -3.94809 -0.13154
H -3.40423 -3.23614 1.41126
H -1.94957 -5.27096 1.22641
H -0.56987 -4.22028 1.05438
H -2.15593 -5.11047 4.62922
H -2.34670 -6.08692 3.19422
H -4.43266 -4.96231 4.42392
H -4.44046 -5.03774 2.67443
H -3.99446 -3.53955 3.49663
H -0.24290 -6.29090 4.27357
H 0.28859 -6.29163 2.57923
H 1.34599 -5.67719 3.85987
H -2.99286 -1.18602 -1.50667
H -4.61391 -2.86335 -0.99416
H -4.97168 -2.16987 0.59180
H -5.32229 -1.26692 -0.92549
C 0.14429 2.59395 -2.74848
C 1.46172 2.30893 -2.02758
C 1.74124 3.16545 -0.81163
N 2.48128 4.47703 -1.03470
C 2.47631 5.19842 0.28899
C 2.99236 6.62365 0.21078
C 2.21550 7.42290 -0.82769
C 2.29209 6.72033 -2.17687
C 1.78689 5.28886 -2.08813
C 3.88210 4.17874 -1.43384
H 0.18805 3.47178 -3.40163
H -0.12383 1.73868 -3.36515
H -0.66207 2.72809 -2.02854
H 2.29308 2.29374 -2.74191
H 1.37155 1.29664 -1.62758
H 2.35850 2.61695 -0.09927
H 0.80407 3.41549 -0.31610
H 1.44293 5.19541 0.63363
H 3.06958 4.59263 0.97165
H 2.88663 7.07778 1.19657
H 4.06048 6.63977 -0.01958
H 2.60866 8.43664 -0.90115
H 1.16933 7.50873 -0.51830
H 3.31758 6.74397 -2.55481
H 1.68376 7.24479 -2.91419
H 1.93862 4.76973 -3.03037
H 0.72648 5.27019 -1.83878
H 3.87176 3.65434 -2.38363
H 4.33136 3.55446 -0.66637
H 4.44169 5.10275 -1.53453
*
```



Computed, not measured: a molecular structure, C24H50AgF9N2O10, with ωB97M-V with the def2-TZVPD basis set.

Properties
- gap between HOMO and LUMO (eV) = 7.841
- E (Ha) = -2851.930438
- molar mass (u) = 805.52

Structure (ORCA input):
```
! wB97M-V def2-TZVPD RIJCOSX def2/J DEFGRID3
* xyz 0 1
Ag -0.74507 0.65850 1.11442
C 1.18187 2.50501 2.62723
O -0.01448 2.00583 3.24816
O 0.79259 2.87297 1.38401
C 2.00497 3.42933 3.54982
F 1.62841 4.73858 3.45772
F 1.97137 3.16249 4.86763
F 3.30801 3.36457 3.19414
C -1.02187 2.90953 3.64958
C -2.35694 2.12793 3.63416
H -2.54745 1.71768 2.63950
H -2.26290 1.33700 4.37627
H -3.16321 2.81952 3.88269
H -1.13407 3.82725 3.07057
H -0.82472 3.11792 4.70606
H 1.81201 1.60132 2.63754
C -3.55748 0.84901 -0.63140
O -3.82490 0.06584 0.52069
O -2.21861 1.02721 -0.74452
C -4.28942 0.25335 -1.85526
F -5.59717 0.58424 -1.92296
F -3.76839 0.68119 -3.02484
F -4.27782 -1.10490 -1.89159
C -5.15639 -0.18253 0.97354
C -5.02894 -0.76486 2.38739
H -4.05431 -0.49990 2.79734
H -5.79569 -0.28369 2.99807
H -5.14398 -1.84372 2.46501
H -5.55060 -1.02316 0.39564
H -5.73694 0.73749 0.90472
H -3.96321 1.85488 -0.44002
C 1.79265 -1.71604 1.25169
O 1.86251 -2.17269 -0.13582
O 0.53040 -1.44873 1.59419
C 2.52296 -2.79087 2.13540
F 1.89961 -4.00404 2.16131
F 3.77919 -3.07883 1.69555
F 2.51880 -2.41484 3.41438
C 3.03060 -2.00564 -0.89739
C 2.68161 -2.17241 -2.35753
H 3.59965 -2.30551 -2.93127
H 2.21906 -3.15904 -2.50655
H 1.87114 -1.55060 -2.73782
H 3.75900 -2.77638 -0.62496
H 3.57383 -1.06402 -0.79371
H 2.46744 -0.84673 1.24458
C -0.99454 -1.44645 -3.35619
O -0.68626 -2.57847 -2.57362
C -1.02823 -2.39326 -1.19387
C -0.77573 -3.70690 -0.49860
N 0.48247 -4.35804 -0.97611
H 0.36347 -4.74598 -1.90813
H 1.16572 -3.59224 -1.04805
C 0.98089 -5.44509 -0.02889
C 2.30764 -6.04215 -0.50333
O 3.18136 -4.95447 -0.38516
C 4.55533 -5.26860 -0.29742
H -1.95814 -0.99371 -3.11580
H -1.01142 -1.78353 -4.39251
H -0.28802 -0.61124 -3.29361
H -2.11409 -2.26305 -1.24437
H -0.56395 -1.52068 -0.77537
H -1.64649 -4.35847 -0.55325
H -0.67980 -3.48970 0.56821
H 0.14206 -6.14052 0.02914
H 1.05180 -4.99926 0.96009
H 2.32934 -6.29112 -1.57028
H 2.50015 -6.87510 0.17881
H 4.71302 -6.16783 0.30345
H 5.18078 -4.41708 -0.05026
H 4.92354 -5.59981 -1.28030
C -0.99494 5.79467 1.01944
O -0.88081 6.14814 -0.35591
C -1.67828 5.37088 -1.20874
C -1.27438 3.88958 -1.22283
N 0.16492 3.76554 -1.71042
H 0.22177 4.31893 -2.56178
H 0.75079 4.16886 -0.97747
C 0.51644 2.34030 -2.14270
C 1.85843 2.24681 -2.82375
O 2.80724 2.83744 -1.92858
C 3.34513 1.98349 -0.93766
H -1.98916 5.74198 1.46382
H -0.39522 6.44421 1.65911
H -0.41895 4.86912 1.14437
H -1.62400 5.83775 -2.19421
H -2.74351 5.36961 -0.95200
H -1.99556 3.33177 -1.81769
H -1.29358 3.44858 -0.22765
H -0.28887 2.05865 -2.81952
H 0.49787 1.79016 -1.22431
H 1.93164 2.81296 -3.75313
H 2.15413 1.21509 -3.02512
H 4.16741 1.35511 -1.28555
H 2.56291 1.33303 -0.53197
H 3.69454 2.53055 -0.06372
*
```



Computed, not measured: a molecular structure, C24H50AsF5N2O2PtSi3Te, with ωB97M-V with the def2-TZVPD basis set.

Properties
- gap between HOMO and LUMO (spin up / spin down) (eV) = 8.358 / 5.284
- E (Ha) = -5194.908889
- molar mass (u) = 975.52
- <S²> = 6.01

Structure (ORCA input):
```
! wB97M-V def2-TZVPD RIJCOSX def2/J DEFGRID3
* xyz 2 5
Pt 0.37348 0.00870 1.90859
C -4.72354 -1.54118 -1.65380
Si -3.76454 -1.96510 -0.13121
C -4.85288 -2.00458 1.38324
C -2.84425 -3.55770 -0.28659
As -1.81930 0.26780 2.58266
Si -1.48386 -0.75923 4.90865
C -3.13897 -0.54299 5.72215
C -1.13216 -2.47787 4.30841
C -0.09682 0.12397 5.74762
Si -3.07439 2.74803 2.22926
C -2.86879 3.99997 0.89752
C -4.67623 1.84549 2.18784
C -2.41501 3.29997 3.86613
H -5.67042 -2.08450 -1.67369
H -4.16279 -1.81150 -2.55009
H -4.94031 -0.47326 -1.70375
H -5.28050 -3.00021 1.51526
H -5.68397 -1.30106 1.31227
H -4.28292 -1.76792 2.28671
H -3.54766 -4.29972 -0.67425
H -2.47472 -3.91056 0.67747
H -2.00176 -3.49201 -0.97284
H -3.72743 -1.45675 5.63290
H -3.72101 0.27148 5.29022
H -3.00554 -0.32150 6.78365
H -2.06622 -3.02656 4.18021
H -0.52235 -2.99905 5.05251
H -0.60143 -2.49953 3.35539
H -0.43711 1.06365 6.18372
H 0.74301 0.32259 5.08051
H 0.26104 -0.51533 6.56131
H -3.13519 3.57346 -0.06724
H -1.84008 4.36093 0.85503
H -3.52944 4.84659 1.11510
H -4.81543 1.38141 1.20999
H -5.48385 2.56905 2.34119
H -4.75080 1.07337 2.95231
H -1.32406 3.30307 3.88088
H -2.77634 2.66947 4.67852
H -2.75315 4.32648 4.04234
F -1.95976 1.08835 -1.75832
Te -1.08085 -0.06742 -0.49546
F -1.24300 -1.27984 -1.94028
F -0.35009 -1.78405 0.39340
F -1.80415 1.75661 0.80696
F 0.63944 2.49111 -0.66959
O -2.74595 -0.60886 0.20427
O 2.34172 -0.03731 2.83119
C 3.01026 -1.09133 2.90376
C 2.77200 -2.27331 2.02712
C 3.64199 -1.95491 0.77812
C 5.09498 -1.50466 1.03222
C 5.29132 -0.10193 1.64764
C 5.12831 -0.04852 3.17854
N 4.16996 -1.09466 3.59229
H 1.72503 -2.37633 1.73908
H 3.10838 -3.19503 2.50431
H 3.12828 -1.17873 0.20198
H 3.65317 -2.84984 0.15637
H 5.59382 -1.51388 0.06261
H 5.61888 -2.25718 1.63197
H 4.57528 0.58552 1.18769
H 6.28477 0.26446 1.38831
H 4.76334 0.91942 3.51167
H 6.06384 -0.25124 3.69479
H 4.59491 -2.01021 3.62349
C 2.11863 6.27211 -2.79832
N 1.43715 5.00263 -2.75574
C 2.14204 3.81989 -3.18519
C 0.20232 4.86870 -1.99080
C 0.51974 4.81991 -0.50797
C 0.62450 5.97013 0.27075
C 0.87513 5.87183 1.62935
C 1.00251 4.61882 2.22101
C 0.89834 3.45907 1.46792
C 0.68742 3.58997 0.11052
H 2.81743 6.28902 -3.63054
H 2.67402 6.38589 -1.85899
H 1.39355 7.07894 -2.88134
H 2.55813 3.99184 -4.17886
H 1.47955 2.96116 -3.18136
H 2.97764 3.65502 -2.49336
H -0.28317 3.94885 -2.31112
H -0.43966 5.71822 -2.22220
H 0.47044 6.94281 -0.18059
H 0.94505 6.76740 2.23013
H 1.17471 4.54510 3.28674
H 0.91753 2.47224 1.92922
*
```



Computed, not measured: 3 unconnected molecules or ions with the total composition C24H50BClN2O12P2S, with ωB97M-V with the def2-TZVPD basis set.

Properties
- gap between HOMO and LUMO (eV) = 8.830
- SMILES = COCCCCCCC[C@]1(S)[C@@](CC=O)(B(N)O)NC(=O)[C@@]1(CC(=O)Cl)PP(=O)(O)O.COCCOC.COCCOC
- E (Ha) = -3522.854707
- molar mass (u) = 698.95

Structure (ORCA input):
```
! wB97M-V def2-TZVPD RIJCOSX def2/J DEFGRID3
* xyz 0 1
C 8.99962 5.04114 0.74301
O 8.47351 4.03287 -0.09427
C 7.42025 3.30125 0.51755
C 7.28012 1.97152 -0.20387
C 6.61469 2.10833 -1.56994
C 6.32344 0.75037 -2.20793
C 5.06243 0.03617 -1.68584
C 3.79519 0.26256 -2.53409
C 2.63963 1.18386 -2.07394
C 2.19022 1.30830 -0.60038
S 3.43611 2.35499 0.26587
C 1.71914 0.00415 0.11161
C 2.42798 -1.35751 -0.13725
C 2.14236 -2.09621 -1.41989
O 2.81830 -3.04479 -1.75429
B 1.61249 -0.01207 1.71628
N 0.42226 -0.58814 2.30030
O 2.67594 0.36176 2.50664
N 0.34150 -0.12639 -0.42908
C -0.28607 1.07140 -0.34333
O -1.45632 1.26519 -0.07588
C 0.79089 2.14165 -0.60457
C 0.43735 2.98789 -1.86526
C -0.27185 2.26890 -2.99762
O -1.35823 1.80179 -2.97841
Cl 0.64873 2.26310 -4.55027
P 0.40063 3.37350 0.78913
P 1.48380 5.21934 0.31653
O 0.50802 6.27114 -0.01320
O 2.38718 5.58722 1.59300
O 2.54570 4.98344 -0.85872
H 9.71004 4.61193 1.45800
H 9.51042 5.77230 0.11965
H 8.20190 5.54452 1.29913
H 6.49354 3.87866 0.38807
H 7.62139 3.16727 1.58576
H 6.76384 1.25013 0.43771
H 8.29243 1.58377 -0.35578
H 7.32310 2.63851 -2.21411
H 5.72257 2.73411 -1.51013
H 6.29164 0.81713 -3.29787
H 7.17588 0.09989 -1.98211
H 4.92258 0.24960 -0.63002
H 5.28367 -1.03516 -1.74258
H 3.37249 -0.70293 -2.79109
H 4.13593 0.66571 -3.49138
H 2.87163 2.19530 -2.40731
H 1.76182 0.84601 -2.62515
H 4.07136 1.43049 0.98881
H 2.06798 -2.04211 0.64370
H 3.50475 -1.31519 0.00697
H 1.29191 -1.78892 -2.04655
H 0.55845 -0.81482 3.27748
H -0.44171 -0.07301 2.17401
H 2.38731 0.70570 3.35874
H -0.18887 -0.94088 -0.13681
H 1.29639 3.51467 -2.26467
H -0.28729 3.75453 -1.56417
H 1.15674 2.91494 1.89068
H 2.24836 4.98300 2.33190
H 2.70346 5.84083 -1.28560
C -2.11850 -4.58795 -1.27270
O -2.08069 -3.27647 -0.73771
C -2.99188 -2.37849 -1.35782
C -4.25023 -2.18119 -0.54438
O -5.01708 -3.37120 -0.45163
C -4.84047 -4.06908 0.76810
H -1.59265 -5.24022 -0.57740
H -3.14410 -4.94472 -1.38788
H -1.61237 -4.62576 -2.24317
H -3.24267 -2.71617 -2.36783
H -2.48051 -1.41404 -1.44447
H -4.87104 -1.42944 -1.03966
H -3.99850 -1.80715 0.45316
H -5.38704 -3.56934 1.57593
H -3.78538 -4.14794 1.03990
H -5.25053 -5.06912 0.63779
C -11.40734 -2.97336 2.50972
O -10.35522 -2.08518 2.83770
C -9.37092 -2.65476 3.68236
C -8.15059 -3.10937 2.91203
O -8.44428 -4.16777 2.01805
C -8.61624 -3.74425 0.67511
H -11.95300 -2.53812 1.67428
H -11.03006 -3.95479 2.21391
H -12.09340 -3.09110 3.35572
H -9.78932 -3.49254 4.24945
H -9.06753 -1.88202 4.39551
H -7.40690 -3.48088 3.62474
H -7.71065 -2.26300 2.37382
H -7.64743 -3.52707 0.21259
H -9.25391 -2.86002 0.60736
H -9.08830 -4.56024 0.13022
*
```



Taking the records one at a time from the top gives F_max values of 0.90, 2.51, 1.78, 1.01 eV/Å.